No. 1
{"formula": "C4H4O2S", "method": "ωB97M-V with the def2-TZVPD basis set", "e_tot_ev": -19140.53716, "max_force_ha_per_bohr": 0.0251, "e_above_lowest_kcal_mol": 56.6, "spin_multiplicity": 1, "homo_ev": -8.6, "homo_lumo_gap_ev": 9.1985, "species": ["O", "C", "H", "S", "H", "H", "C", "H", "C", "C", "O"], "xyz": [[-3.1069, 1.0429, -0.4570], [-1.2291, 0.2387, 0.9144], [0.7133, -0.6655, 1.0308], [1.1673, 1.6288, 0.1212], [-0.2159, 0.5674, -1.6596], [1.3040, -0.3841, -1.3613], [0.5469, 0.2703, -0.9546], [-1.4301, 0.0831, 1.9626], [0.1526, 0.0680, 0.4670], [-2.2056, 0.6972, 0.1850], [0.2740, 2.7809, 0.0178]], "forces_ev_per_a": [[0.40, -0.05, 0.23], [0.78, -0.19, 0.73], [0.06, 0.00, -0.03], [0.18, -1.11, -0.18], [-0.04, 0.22, -0.04], [0.07, -0.02, -0.06], [0.26, -0.08, 0.43], [-0.25, 0.05, 0.08], [0.19, 0.10, -0.42], [-1.02, 0.33, -0.73], [-0.62, 0.76, -0.03]]}


No. 2
{"formula": "C4H4O2S2", "method": "ωB97M-V with the def2-TZVPD basis set", "e_tot_ev": -29974.29685, "max_force_ha_per_bohr": 0.0625, "e_above_lowest_kcal_mol": 79.1, "spin_multiplicity": 1, "homo_ev": -8.8, "homo_lumo_gap_ev": 7.7752, "species": ["O", "S", "C", "H", "H", "C", "S", "H", "O", "C", "H", "C"], "xyz": [[0.3143, -1.9073, -2.4749], [0.8992, -2.6075, 1.0060], [0.4972, -1.6249, -0.0877], [-1.6421, -0.3029, -0.0598], [1.3531, -0.5301, -1.5177], [-0.0666, 1.1216, 0.2909], [-1.0465, -0.5784, 2.3396], [0.2369, -0.1923, 2.4719], [0.8069, 1.7216, 0.8779], [-0.8234, -0.0971, 0.7088], [-0.5280, 1.5336, -0.6027], [0.7486, -1.3833, -1.4645]], "forces_ev_per_a": [[0.08, 0.02, 1.19], [0.78, -1.31, 1.15], [-2.21, 1.20, 0.75], [0.84, 0.28, 1.51], [1.52, 1.78, -0.51], [-0.51, 0.29, 1.04], [0.64, 0.36, -0.40], [-0.04, -0.01, 0.93], [-0.24, -0.82, -0.03], [-0.14, -1.28, -2.94], [0.24, 0.21, -0.84], [-0.97, -0.72, -1.84]]}


No. 3
{"formula": "C4H4O2Sc", "method": "ωB97M-V with the def2-TZVPD basis set", "e_tot_ev": -28949.58328, "s2": 0.78, "max_force_ha_per_bohr": 0.0900, "e_above_lowest_kcal_mol": 0.0, "spin_multiplicity": 2, "charge": 4, "homo_ev": [-26.4, -27.7], "homo_lumo_gap_ev": [6.0396, 7.9335], "species": ["C", "C", "Sc", "C", "O", "H", "O", "H", "H", "H", "C"], "xyz": [[2.0482, 1.0375, -2.4173], [-0.7539, -0.0538, 0.6764], [-2.7358, -0.6334, 3.9656], [-1.2049, -1.2162, 1.2819], [-2.0739, -1.2660, 2.1855], [3.5079, -0.1514, -3.4287], [2.8068, 0.3395, -2.9204], [-0.9401, 1.3040, -0.8920], [-0.5524, -2.0914, 1.0796], [0.3100, 1.7201, 0.4463], [-0.4118, 1.0112, 0.0231]], "forces_ev_per_a": [[0.42, -0.24, -0.34], [0.09, 3.96, -2.39], [-0.31, -0.86, -0.79], [1.85, -2.60, 0.27], [-0.73, 1.36, 2.10], [0.48, -0.19, -0.42], [-0.30, 0.43, 0.14], [-0.13, 0.02, -0.33], [-0.92, -0.23, 0.02], [0.28, 0.16, -0.06], [-0.72, -1.81, 1.80]]}


No. 4
{"formula": "C4H4O3", "method": "ωB97M-V with the def2-TZVPD basis set", "e_tot_ev": -10347.59613, "max_force_ha_per_bohr": 0.0819, "e_above_lowest_kcal_mol": 175.6, "spin_multiplicity": 1, "homo_ev": -8.2, "homo_lumo_gap_ev": 7.5828, "species": ["O", "O", "H", "H", "H", "H", "C", "C", "O", "C", "C"], "xyz": [[0.6435, 0.2076, 0.5624], [3.8230, -0.3182, -0.0799], [-0.3753, 0.1731, 0.2952], [-3.8614, -0.3591, -0.1660], [-2.7432, -1.3178, 0.9671], [1.5470, 1.9079, -0.6904], [1.7169, 0.8773, -0.2646], [-2.7910, -0.5839, 0.1091], [-1.9390, 0.2146, -0.0834], [1.3210, -0.6326, -0.5216], [2.6585, -0.1690, -0.1279]], "forces_ev_per_a": [[-0.49, 0.25, 0.49], [2.09, -0.80, -0.33], [1.71, 0.69, -0.22], [0.82, -0.46, -0.77], [0.54, -0.20, -1.15], [-0.12, -1.49, 0.41], [-1.76, 2.40, -0.15], [-2.99, -0.16, 2.96], [1.75, 0.81, -1.05], [0.15, -1.46, -1.33], [-1.70, 0.43, 1.14]]}


No. 5
{"formula": "C4H4O3", "method": "ωB97M-V with the def2-TZVPD basis set", "e_tot_ev": -10352.72024, "max_force_ha_per_bohr": 0.0302, "e_above_lowest_kcal_mol": 57.5, "spin_multiplicity": 1, "homo_ev": -10.4, "homo_lumo_gap_ev": 11.2736, "smiles": "O=C1OC[C@@]12CO2", "species": ["C", "O", "O", "C", "H", "O", "C", "H", "H", "C", "H"], "xyz": [[0.1396, 0.1974, 0.2747], [1.0958, -2.3274, 0.7255], [0.6863, -1.1874, -1.2052], [0.4612, 0.2334, -1.1863], [1.3973, 0.7688, -1.3958], [0.1101, 1.3779, 1.0251], [0.7689, -1.3286, 0.1630], [-0.3429, 0.5789, -1.8305], [-1.9725, 0.9888, 0.4933], [-1.0824, 0.5915, 0.9894], [-1.2615, 0.1067, 1.9468]], "forces_ev_per_a": [[0.06, -0.60, -0.11], [-0.47, 1.48, -0.06], [0.25, -0.13, 0.11], [-0.27, 0.36, -0.12], [-0.30, -0.07, 0.04], [0.60, -0.53, 0.46], [-0.09, 0.05, 0.11], [0.02, -0.28, -0.25], [0.48, 0.08, -0.05], [-0.12, -0.25, 0.04], [-0.15, -0.12, -0.19]]}


No. 6
{"formula": "C4H4O3", "method": "ωB97M-V with the def2-TZVPD basis set", "e_tot_ev": -10353.42983, "max_force_ha_per_bohr": 0.0474, "e_above_lowest_kcal_mol": 41.1, "spin_multiplicity": 1, "homo_ev": -9.6, "homo_lumo_gap_ev": 8.4021, "smiles": "CC(=O)C(=O)C=O", "species": ["C", "O", "H", "O", "H", "H", "H", "C", "C", "O", "C"], "xyz": [[-0.9691, 0.7361, -1.1538], [-0.8982, 1.7468, -1.7727], [1.1249, -1.2467, 2.7655], [-1.1372, -1.0609, 1.2193], [-1.7785, 0.0489, -1.0565], [1.8422, -1.7044, 1.2061], [1.6951, 0.0808, 1.7602], [1.2535, -0.9607, 1.7282], [0.2389, 0.1328, -0.3328], [1.2854, 0.2505, -0.9098], [-0.0039, -0.6865, 0.9300]], "forces_ev_per_a": [[1.08, -0.60, 1.69], [-0.06, 0.13, -0.18], [-0.59, -0.29, -0.06], [1.61, 0.82, -0.74], [-1.60, -0.32, -0.52], [0.50, 0.25, -0.17], [0.43, -1.37, -0.19], [-0.34, 1.91, -0.01], [-0.71, 1.18, -2.01], [0.78, -0.47, 0.85], [-1.10, -1.23, 1.34]]}


No. 7
{"formula": "C4H4O3", "method": "ωB97M-V with the def2-TZVPD basis set", "e_tot_ev": -10353.99156, "max_force_ha_per_bohr": 0.0452, "e_above_lowest_kcal_mol": 28.1, "spin_multiplicity": 1, "homo_ev": -10.2, "homo_lumo_gap_ev": 9.7834, "smiles": "O=C/C=C\\C(=O)O", "species": ["H", "O", "O", "C", "H", "C", "H", "C", "C", "H", "O"], "xyz": [[0.4115, -1.7829, -0.8868], [0.1296, 1.9947, -0.0085], [2.5956, 0.1081, -1.0417], [0.3712, -0.7702, -0.4184], [-1.9120, 1.7761, -0.4344], [-0.8781, 1.3403, -0.1349], [2.5949, 0.6595, 1.2846], [-0.7885, -0.1597, -0.1919], [1.7230, -0.0922, -0.2058], [-1.7050, -0.7177, -0.1332], [1.8557, 0.0725, 1.1157]], "forces_ev_per_a": [[-0.03, 0.70, 0.98], [-0.93, 0.47, 0.04], [-1.75, -0.15, 1.52], [0.60, -0.31, -0.95], [1.34, -0.33, 0.74], [0.07, -0.35, -0.59], [0.57, 0.14, 0.03], [-0.15, 0.33, 0.17], [0.70, -0.51, -1.42], [-0.32, -0.15, -0.55], [-0.10, 0.15, 0.03]]}


No. 8
{"formula": "C4H4O3", "method": "ωB97M-V with the def2-TZVPD basis set", "e_tot_ev": -10350.96309, "max_force_ha_per_bohr": 0.0279, "e_above_lowest_kcal_mol": 98.0, "spin_multiplicity": 1, "homo_ev": -10.5, "homo_lumo_gap_ev": 10.2596, "smiles": "O=C[C@]12CO[C@H]1O2", "species": ["C", "H", "C", "C", "H", "C", "H", "O", "H", "O", "O"], "xyz": [[0.7584, -1.4998, 0.2906], [1.4581, 1.3170, -0.5751], [0.5403, 1.1536, -0.0040], [-1.3328, 0.2725, -0.1295], [0.6090, 1.7296, 0.9410], [0.0115, -0.2418, 0.2010], [-2.2484, 0.3882, 0.4390], [1.9621, -1.4969, 0.4112], [0.1518, -2.3910, 0.0856], [-1.0890, -0.7132, -0.9911], [-0.7353, 1.4891, -0.6022]], "forces_ev_per_a": [[0.30, -0.23, 0.42], [-0.42, 0.01, -0.37], [0.09, -0.19, -0.40], [-0.29, 0.64, 0.34], [0.11, -0.69, -0.20], [0.07, -0.42, -0.35], [-0.15, -0.18, -0.15], [-0.54, -0.06, 0.11], [0.18, -0.20, 0.25], [1.32, 0.57, 0.00], [-0.68, 0.75, 0.36]]}


No. 9
{"formula": "C4H4O3", "method": "ωB97M-V with the def2-TZVPD basis set", "e_tot_ev": -10350.19728, "max_force_ha_per_bohr": 0.0376, "e_above_lowest_kcal_mol": 115.6, "spin_multiplicity": 1, "homo_ev": [-9.3, -9.3], "homo_lumo_gap_ev": [9.0253, 9.0263], "species": ["O", "C", "O", "H", "H", "C", "C", "H", "H", "C", "O"], "xyz": [[-1.2922, -2.7552, 0.3458], [-0.1088, 0.4657, 0.1912], [1.0724, -1.5311, 0.2323], [1.4042, 0.0008, 1.6305], [1.7957, 0.4030, -0.0609], [1.1484, -0.2470, 0.5802], [-0.7419, 1.1428, -0.9177], [-1.7835, 0.9033, -1.0972], [-0.1830, 1.6261, -1.7164], [-0.8089, -1.7038, 0.3838], [-0.5025, 1.6954, 0.4283]], "forces_ev_per_a": [[0.81, 1.76, 0.03], [-0.29, -0.11, 0.00], [-0.54, -0.17, 0.09], [-0.13, -0.12, -0.20], [0.29, -0.47, -0.01], [-0.08, 0.30, -0.04], [-0.20, -0.12, -0.24], [0.07, 0.10, -0.10], [0.02, -0.14, 0.24], [0.31, -0.60, -0.06], [-0.25, -0.42, 0.29]]}


No. 10
{"formula": "C4H4O3", "method": "ωB97M-V with the def2-TZVPD basis set", "e_tot_ev": -10351.93696, "max_force_ha_per_bohr": 0.0565, "e_above_lowest_kcal_mol": 75.5, "spin_multiplicity": 1, "homo_ev": -9.3, "homo_lumo_gap_ev": 8.0139, "smiles": "C=C(O)C(=O)C=O", "species": ["H", "C", "C", "C", "H", "C", "O", "O", "H", "H", "O"], "xyz": [[0.2883, -1.8942, -0.8706], [-0.2308, 0.8999, 0.3023], [1.5703, -0.8659, -0.1578], [-1.7306, 1.1234, 0.5185], [2.2196, -0.7055, 0.6762], [0.3041, -0.3831, -0.2612], [0.5305, 1.7852, 0.6261], [-2.5272, 0.2252, 0.5872], [-1.9925, 2.1881, 0.6879], [2.0259, -1.1723, -1.1031], [-0.4576, -1.2010, -1.0055]], "forces_ev_per_a": [[-2.52, -0.10, -1.45], [0.39, 0.02, 0.38], [0.61, 1.63, 0.30], [-0.39, -0.36, 0.04], [0.36, 0.73, 0.09], [0.90, 0.02, 0.55], [-0.43, -0.36, -0.07], [0.40, 0.45, -0.05], [0.06, -0.15, -0.06], [-0.29, -0.95, 0.45], [0.90, -0.92, -0.18]]}


No. 11
{"formula": "C4H4O3S", "method": "ωB97M-V with the def2-TZVPD basis set", "e_tot_ev": -21186.98007, "max_force_ha_per_bohr": 0.0819, "e_above_lowest_kcal_mol": 86.0, "spin_multiplicity": 1, "homo_ev": -9.3, "homo_lumo_gap_ev": 9.6025, "species": ["O", "H", "C", "C", "H", "C", "S", "C", "O", "H", "O", "H"], "xyz": [[-1.4718, 0.6361, -1.4595], [1.6141, 1.6306, 0.7872], [0.8149, 1.2930, -0.9727], [-0.3964, 0.9567, -1.2835], [1.6020, 1.5855, -1.6332], [1.0307, 0.8395, 0.3754], [-0.2789, -1.5498, 0.0656], [0.3894, -0.1182, 0.9617], [0.2165, -2.6002, 0.9670], [0.7388, -0.5144, 1.9831], [-1.8966, -1.4639, 0.3311], [-2.3628, -0.6948, -0.1222]], "forces_ev_per_a": [[-2.67, -0.17, -0.51], [0.89, -0.32, 1.58], [-0.06, -0.58, -0.93], [1.33, 0.64, -1.25], [0.00, 0.39, -0.24], [0.85, 2.59, -0.69], [0.65, -0.11, 0.62], [0.34, -3.13, 2.80], [-0.60, 0.08, -0.59], [-1.09, 0.93, -1.30], [-0.78, 1.04, -0.06], [1.15, -1.36, 0.58]]}


No. 12
{"formula": "C4H4O4", "method": "ωB97M-V with the def2-TZVPD basis set", "e_tot_ev": -12400.95366, "max_force_ha_per_bohr": 0.0567, "e_above_lowest_kcal_mol": 54.2, "spin_multiplicity": 1, "homo_ev": -10.7, "homo_lumo_gap_ev": 11.3579, "smiles": "O=COC(=O)[C@H]1CO1", "species": ["O", "C", "C", "O", "C", "C", "H", "H", "O", "H", "H", "O"], "xyz": [[-0.8501, -0.5161, -0.4044], [1.1420, 0.7041, -0.1316], [-0.3752, 0.8445, -0.2225], [1.7650, -0.4154, -0.7579], [1.7608, -0.3919, 0.6444], [-2.2580, -0.7001, -0.3012], [1.0237, -1.0603, 1.1161], [-2.4698, -1.5666, -0.8890], [-3.0827, -0.0712, 0.2962], [1.6931, 1.6403, -0.2234], [2.7192, -0.2572, 1.0561], [-1.0682, 1.7900, -0.1829]], "forces_ev_per_a": [[-1.76, 1.86, 0.59], [0.33, 0.74, -0.05], [0.91, -2.77, -0.16], [-0.57, 0.23, -0.38], [-1.87, -0.24, -0.19], [0.25, 0.77, 0.43], [0.73, 0.05, -0.10], [-0.24, -0.87, -0.46], [1.47, -0.42, -0.45], [-0.26, -0.12, -0.05], [0.90, 0.19, 0.81], [0.10, 0.58, 0.01]]}